(1)
C16H22O24S5 | ωB97M-V/def2-TZVPD

XYZ file:
```
67
Properties=species:S:1:pos:R:3
C 1.22 -0.46 -0.69
C -0.10 -0.66 -0.96
C -1.26 -0.35 0.07
O -2.51 -0.68 -0.12
C -0.95 0.14 1.28
C 0.42 0.33 1.59
C 1.59 -0.08 0.67
O 2.67 -0.06 1.13
O 0.75 0.83 2.67
O -0.42 -1.01 -2.20
H 2.00 -0.74 -1.39
H -1.80 0.34 1.92
C 6.84 -3.09 -7.82
C 6.54 -3.68 -6.34
O 7.29 -4.94 -6.35
S 8.73 -4.70 -7.08
O 9.12 -5.92 -7.77
O 9.67 -4.17 -6.11
O 8.12 -3.51 -8.16
H 6.79 -2.01 -7.74
H 6.00 -3.46 -8.41
H 5.48 -3.89 -6.18
H 6.96 -2.95 -5.65
C 2.67 5.31 -4.69
C 2.25 4.17 -5.64
O 3.36 4.01 -6.54
S 4.82 4.30 -5.78
O 5.69 5.09 -6.65
O 5.42 3.11 -5.20
O 4.10 5.30 -4.54
H 2.37 5.22 -3.64
H 2.45 6.27 -5.15
H 1.35 4.40 -6.22
H 2.03 3.17 -5.25
C -1.37 -5.75 3.94
C -1.45 -6.20 5.40
O -0.19 -5.76 5.98
S 0.92 -5.71 4.76
O 1.77 -6.91 4.63
O 1.65 -4.48 4.84
O -0.09 -5.71 3.47
H -1.59 -4.70 3.81
H -1.92 -6.34 3.20
H -1.49 -7.28 5.53
H -2.39 -5.84 5.80
C -2.91 6.06 0.34
C -4.08 5.64 1.21
O -4.95 5.03 0.28
S -4.82 5.74 -1.19
O -5.87 6.71 -1.22
O -4.80 4.54 -2.15
O -3.30 6.38 -0.91
H -2.14 5.29 0.28
H -2.37 6.95 0.67
H -4.45 6.47 1.80
H -3.83 4.89 1.96
C -6.83 -0.31 6.26
C -5.43 -0.78 6.77
O -5.65 -1.31 8.03
S -6.82 -0.25 8.84
O -6.25 1.08 9.09
O -7.59 -1.04 9.79
O -7.63 -0.12 7.37
H -7.17 -1.13 5.62
H -6.85 0.65 5.74
H -4.79 0.09 6.91
H -5.02 -1.51 6.07
```

Properties
LUMO level, Ha: 0.1051
Kohn-Sham gap, eV: 2.94
Electronic energy, eV: -120254.555
HOMO energy, eV: -0.08
Energy relative to the best compared isomer or geometry (same formula, charge and spin), kcal/mol: 198.7
M, g mol⁻¹: 758.7
Net charge: -2
Strongest force on any atom, eV Å⁻¹: 6.16

***

(2)
C3H28N6O11 | ωB97M-V/def2-TZVPD

XYZ file:
```
48
Properties=species:S:1:pos:R:3
O -7.92 -21.87 -5.55
H -8.48 -22.43 -5.00
H -7.06 -21.92 -5.14
O -14.81 -25.53 -5.38
H -14.06 -24.99 -5.12
H -15.50 -24.90 -5.56
O -10.75 -24.12 -6.50
H -10.21 -24.31 -5.73
H -11.27 -24.91 -6.62
O -14.47 -23.69 -1.64
H -13.97 -23.65 -2.46
H -13.95 -24.26 -1.07
O -15.54 -21.31 -5.95
H -16.33 -21.13 -5.44
H -15.09 -22.00 -5.47
O -10.94 -18.89 -3.75
H -11.63 -18.59 -4.33
H -10.21 -18.29 -3.91
O -13.64 -18.68 -4.83
H -13.40 -18.24 -5.64
H -14.26 -19.35 -5.10
O -9.71 -21.08 -2.73
H -9.85 -20.23 -3.16
H -10.58 -21.49 -2.73
C -13.42 -20.00 -0.17
O -14.07 -19.21 -0.86
N -13.38 -21.26 -0.22
N -12.81 -19.59 0.92
H -14.11 -21.77 -0.70
H -12.62 -21.65 0.31
H -12.67 -18.61 1.13
H -12.18 -20.19 1.42
C -12.80 -22.28 -4.10
O -13.35 -23.35 -4.22
N -11.73 -21.89 -4.76
N -13.23 -21.46 -3.28
H -11.44 -20.92 -4.80
H -11.24 -22.49 -5.41
H -12.68 -20.65 -3.05
H -14.13 -21.64 -2.86
C -10.47 -20.12 -7.49
O -11.20 -19.40 -8.19
N -10.18 -21.30 -7.81
N -9.80 -19.72 -6.47
H -10.76 -21.66 -8.55
H -9.72 -21.88 -7.12
H -10.11 -18.80 -6.20
H -9.18 -20.35 -5.97
```

Properties
LUMO level, Ha: -0.0065
Kohn-Sham gap, eV: 9.42
Electronic energy, eV: -35030.248
HOMO energy, eV: -9.59
Energy relative to the best compared isomer or geometry (same formula, charge and spin), kcal/mol: 65.3
M, g mol⁻¹: 324.3
SMILES string: NC(N)=O.NC(N)=O.NC(N)=O.O.O.O.O.O.O.O.O
Strongest force on any atom, eV Å⁻¹: 7.30

***

(3)
C38H73BIN3O5P | ωB97M-V/def2-TZVPD

XYZ file:
```
122
Properties=species:S:1:pos:R:3
C -0.17 2.67 2.25
C 0.09 1.70 1.35
P 1.52 1.62 0.03
C 2.85 1.77 -1.35
C 2.43 2.17 -2.78
C 1.55 1.33 -3.64
O 0.61 1.80 -4.24
N 1.94 -0.05 -3.90
C 0.94 -1.05 -3.90
C 1.36 -2.35 -4.20
C 0.47 -3.40 -4.19
C -0.88 -3.20 -3.90
C -1.30 -1.91 -3.59
C -0.40 -0.86 -3.58
C 0.99 -0.16 -0.35
C 1.95 -1.20 -0.91
C 2.80 -1.99 0.10
C 1.94 -2.80 1.07
C 3.61 -3.01 -0.72
N 2.85 1.07 1.12
C 2.54 0.63 2.45
C 3.80 0.06 3.15
C 3.50 -1.06 4.15
C 2.57 -0.55 5.26
O 0.32 2.36 -0.97
C 0.18 3.75 -0.85
N -0.08 4.39 -2.11
C -1.06 5.16 -2.35
C -2.51 4.71 -2.26
C -0.84 6.57 -2.81
C 1.41 4.34 -0.07
I 2.82 5.53 -1.37
C 0.84 5.43 0.88
B 1.79 5.67 2.12
O 1.19 5.98 3.35
O 3.17 5.61 2.04
O 1.98 3.33 0.58
H 0.56 3.05 2.95
H -1.19 3.05 2.33
H -0.68 0.93 1.31
H 3.44 2.63 -1.02
H 3.57 0.96 -1.31
H 2.00 3.17 -2.80
H 3.36 2.25 -3.36
H 2.43 -0.07 -4.79
H 2.40 -2.55 -4.43
H 0.80 -4.41 -4.40
H -1.58 -4.02 -3.92
H -2.34 -1.72 -3.36
H -0.75 0.13 -3.31
H 0.12 -0.08 -1.01
H 0.58 -0.58 0.57
H 2.62 -0.85 -1.69
H 1.34 -1.98 -1.38
H 3.53 -1.36 0.59
H 1.24 -2.21 1.66
H 2.57 -3.43 1.71
H 1.34 -3.50 0.48
H 3.88 -2.60 -1.70
H 4.53 -3.31 -0.20
H 3.02 -3.91 -0.92
H 3.53 1.82 1.15
H 1.79 -0.16 2.46
H 2.20 1.43 3.12
H 4.56 -0.22 2.42
H 4.24 0.87 3.74
H 4.45 -1.29 4.64
H 3.09 -1.94 3.67
H 2.45 -1.28 6.06
H 1.59 -0.31 4.86
H 2.97 0.39 5.67
H -0.73 3.86 -0.25
H -3.13 5.35 -2.90
H -2.91 4.74 -1.25
H -2.57 3.71 -2.67
H -1.36 7.26 -2.14
H -1.23 6.73 -3.82
H 0.23 6.78 -2.85
H -0.11 5.12 1.30
H 0.71 6.36 0.32
H 1.34 5.31 4.01
H 3.51 4.89 2.59
C -4.84 3.93 6.91
C -3.77 3.07 7.56
C -2.45 3.81 7.81
C -1.76 4.31 6.54
C -1.43 3.22 5.51
C -0.46 2.16 6.03
H -4.53 4.27 5.92
H -5.77 3.37 6.78
H -5.06 4.81 7.52
H -3.59 2.18 6.96
H -4.15 2.71 8.53
H -1.78 3.15 8.36
H -2.64 4.67 8.46
H -0.83 4.81 6.83
H -2.37 5.07 6.06
H -0.98 3.70 4.64
H -2.35 2.74 5.16
H 0.48 2.62 6.34
H -0.24 1.44 5.25
H -0.87 1.62 6.88
C -4.61 -8.40 -7.35
C -4.01 -9.09 -6.13
C -3.89 -8.18 -4.91
C -2.96 -6.98 -5.10
C -1.52 -7.32 -5.50
C -0.79 -8.14 -4.44
H -3.98 -7.57 -7.69
H -4.71 -9.10 -8.18
H -5.60 -8.00 -7.13
H -3.04 -9.52 -6.38
H -4.65 -9.94 -5.86
H -3.55 -8.77 -4.06
H -4.88 -7.81 -4.64
H -2.94 -6.40 -4.17
H -3.38 -6.31 -5.86
H -0.98 -6.39 -5.65
H -1.51 -7.85 -6.45
H -0.76 -7.61 -3.49
H 0.24 -8.34 -4.75
H -1.27 -9.11 -4.28
```

Properties
LUMO level, Ha: 0.0841
Kohn-Sham gap, eV: 6.90
Electronic energy, eV: -73365.196
HOMO energy, eV: -4.61
M, g mol⁻¹: 820.7
Net charge: -1
Strongest force on any atom, eV Å⁻¹: 2.84

***

- Among the records above, which one has the lowest LUMO level?
  C3H28N6O11